# 1
24
Properties=species:S:1:pos:R:3:forces:R:3 method="wB97M-V/def2-TZVPD" orbital_gap_ha=0.3731 smiles="[H]/N=C(/C)C(C)C.CC=O" e_homo_ev=-9.34 spin_multiplicity=1
H -0.620564 1.697220 -0.094571 0.083 -0.030 -0.627
N 0.236452 1.255344 0.227594 -0.492 -0.265 1.434
C 0.381163 0.043299 -0.095631 0.965 0.276 -4.497
C 1.627582 -0.685787 0.312847 -0.041 -0.234 0.335
C -0.193674 -0.524850 -1.583038 0.094 0.499 1.960
C 0.693980 0.082166 -2.668601 0.180 0.204 0.171
C -1.645557 -0.136044 -1.813835 0.126 -0.356 0.020
H 2.070589 -0.254843 1.206577 -0.111 -0.213 0.179
H 1.431363 -1.753442 0.402881 0.056 -0.058 0.322
H 2.405424 -0.597063 -0.444204 -0.186 0.119 -0.336
H -0.071039 -1.612465 -1.606361 -0.128 0.069 0.183
H 1.731569 -0.236297 -2.587352 0.058 -0.012 0.035
H 0.672769 1.170534 -2.606000 0.009 0.048 0.022
H 0.351773 -0.186019 -3.668831 -0.132 -0.159 0.051
H -1.982444 -0.488535 -2.789587 0.045 -0.008 -0.060
H -2.294688 -0.596465 -1.069261 -0.092 0.225 0.082
H -1.758997 0.948686 -1.821114 -0.106 0.020 0.161
C 0.119543 0.342681 3.322786 -0.101 -0.403 -0.693
C -1.211941 0.171953 2.649255 0.781 -0.433 -2.388
O -2.196407 0.803384 2.900955 -0.151 -0.512 -0.080
H 0.098965 1.145600 4.057752 0.073 -0.279 0.105
H 0.803401 0.564767 2.493086 -0.145 0.317 0.422
H 0.445011 -0.634944 3.678147 0.020 0.070 0.479
H -1.094269 -0.518880 1.596508 -0.804 1.112 2.722

***

# 2
24
Properties=species:S:1:pos:R:3:forces:R:3 method="wB97M-V/def2-TZVPD" orbital_gap_ha="0.2458 / 0.3058" e_homo_ev="-6.59 / -8.79" spin_multiplicity=3 s_squared=2.071
C -2.439151 -0.402021 -0.342435 -1.459 0.897 1.514
C -2.561205 1.076129 -0.218371 -1.180 -0.974 -2.081
C -3.131022 -1.238713 0.665413 2.132 -1.714 -0.325
C 2.916933 -0.457548 0.647838 1.896 -1.526 -0.978
C 1.733503 -0.214422 -1.581214 0.970 -2.191 -1.031
C 1.153806 1.309475 0.313620 0.383 -1.299 -0.755
C 1.641399 -0.186608 -0.114445 -1.048 3.282 2.773
N 0.701954 -1.244556 0.255049 -2.697 -0.148 0.031
O -0.521409 -0.943461 0.385141 3.391 -0.416 0.830
H -3.189527 1.339565 0.637203 0.458 0.064 0.044
H -2.997401 1.550235 -1.125620 0.124 -0.195 0.456
H -1.556880 1.344189 -0.200799 1.485 1.567 0.581
H -2.589463 -2.200193 0.938301 0.124 1.515 0.399
H -3.586052 -0.720904 1.518125 0.217 -0.108 -0.343
H -3.792820 -1.723731 0.041990 -2.895 -0.941 -0.891
H 2.893279 -0.231220 1.700714 -0.742 -0.311 0.519
H 3.044956 -1.600159 0.485782 0.704 1.857 0.490
H 3.836609 0.198086 0.366295 -1.580 -1.384 -0.387
H 2.704004 0.272550 -1.706368 -0.307 0.017 -1.211
H 0.876059 0.325829 -1.896077 -0.448 0.609 -1.049
H 1.675812 -1.287834 -2.031508 0.445 1.854 0.785
H 1.507599 2.108922 -0.342123 -0.085 -0.420 -0.545
H 0.070681 1.336441 0.364657 0.197 0.096 0.179
H 1.608338 1.589938 1.238834 -0.086 -0.132 0.996

***

# 3
25
Properties=species:S:1:pos:R:3:forces:R:3 method="wB97M-V/def2-TZVPD" orbital_gap_ha=0.3380 smiles=CC[N@@+]1([O-])[C@@H](C)OC1(C)C e_homo_ev=-8.31 spin_multiplicity=1
C 1.182473 1.787164 0.562426 0.291 0.042 -0.423
C 0.971104 0.460389 1.277804 1.035 -1.309 -0.274
N 0.108923 -0.649224 0.654814 -2.394 3.056 0.403
O 0.063213 -1.694715 1.402058 0.524 -0.557 0.647
C -1.339307 0.077431 0.374797 0.094 -1.465 0.287
C -1.879323 1.350352 0.972156 0.009 0.026 -0.450
O -1.024221 0.141856 -0.986680 0.365 0.055 -0.557
C 0.021433 -0.838049 -0.896657 0.332 0.005 -0.059
C 1.273827 -0.483321 -1.666019 -0.236 0.176 -0.177
C -0.466612 -2.245684 -1.180524 0.019 -0.379 1.061
H 0.535864 1.921862 -0.301672 0.009 -0.006 0.033
H 0.994508 2.615063 1.235962 -0.074 0.119 0.160
H 2.224026 1.879546 0.224315 -0.327 -0.036 0.010
H 0.553448 0.612170 2.276001 -0.096 -0.325 -0.278
H 1.915618 -0.079725 1.396418 0.003 0.282 0.250
H -1.984357 -0.776775 0.616811 -0.058 0.083 -0.069
H -1.567211 2.214853 0.385364 0.135 -0.021 0.191
H -2.975352 1.324869 0.935837 0.226 -0.101 0.096
H -1.574845 1.455434 2.006815 0.030 0.069 0.214
H 1.493578 0.583074 -1.648273 0.035 -0.143 0.147
H 1.142027 -0.762346 -2.713238 0.053 -0.098 0.067
H 2.107917 -1.053104 -1.250912 0.003 0.027 -0.065
H 0.185370 -2.775657 -1.843780 0.395 -0.141 -0.551
H -1.460468 -2.226511 -1.588566 -0.428 0.143 -0.309
H -0.501634 -2.838953 -0.245257 0.056 0.497 -0.355

***

# 4
25
Properties=species:S:1:pos:R:3:forces:R:3 method="wB97M-V/def2-TZVPD" orbital_gap_ha=0.3225 e_homo_ev=-8.04 spin_multiplicity=1
C -0.105572 -0.607501 0.492652 0.209 -0.009 0.033
C -0.647456 0.514059 -0.390430 1.778 0.549 -0.059
C -0.392352 -0.380842 1.982897 0.072 0.077 -0.126
C -0.616932 -1.999901 0.086793 0.137 0.050 0.002
C -0.764878 0.297117 -1.874592 0.005 -0.199 0.123
C 1.195232 1.596876 -0.242792 -1.250 1.105 -0.657
C 1.421799 -0.430084 0.268780 0.120 -2.746 0.989
N -1.583550 1.344713 0.123316 -0.145 0.178 0.214
O 1.799103 -1.000568 -0.969684 0.007 0.815 0.750
O 2.230916 -0.454922 1.205213 -0.843 0.650 -1.325
H 2.765396 -1.042159 -0.906764 -0.087 -0.028 -0.054
H -1.909924 2.106518 -0.456415 0.091 -0.161 0.087
H -1.543365 1.554033 1.111812 -0.030 -0.065 -0.188
H 0.145481 -1.132429 2.559830 -0.066 0.022 -0.048
H -0.021038 0.585908 2.330653 0.002 -0.019 -0.056
H -1.461474 -0.462503 2.203498 0.095 -0.028 -0.083
H -0.388836 -2.233543 -0.952423 -0.036 0.064 0.031
H -0.119161 -2.754373 0.698814 -0.072 0.022 0.020
H -1.696333 -2.083428 0.243574 0.080 0.047 0.024
H 0.138324 -0.170827 -2.258264 -0.066 0.125 -0.034
H -0.959289 1.236864 -2.396703 0.090 -0.046 0.072
H -1.607594 -0.376274 -2.066520 0.017 0.058 0.038
H 0.798738 2.260678 -1.018676 -0.186 0.147 0.082
H 1.069805 2.080619 0.727831 0.057 -0.064 -0.012
H 2.252961 1.551969 -0.502401 0.022 -0.543 0.177

***

The records above give, respectively, energy above the lowest of the compared OMol25 structures with the same formula, charge and spin values of 57.4, 5.4, 99.1, 68.7 kcal per mole.